51
Properties=species:S:1:pos:R:3:forces:R:3 method="wB97M-V/def2-TZVPD" lumo_ev="-3.209 / -5.513" largest_force_ev_per_a=2.413 multiplicity=3 orbital_gap_ha="0.2593 / 0.2016" s_squared=2.04 total_charge=+1
Ti 0.03638 -0.16815 -0.12428 -0.70 1.33 1.89
P -2.39900 0.31987 -0.55624 -0.23 -1.18 1.09
C -2.15578 0.69430 -2.27227 -0.28 1.65 -0.44
C -0.89685 1.22748 -2.67853 1.33 0.09 -0.25
N 0.23826 1.00591 -1.90305 -0.12 -0.22 -0.93
C 1.46396 1.40972 -2.29598 -1.01 -0.34 0.35
C 1.62930 2.16061 -3.44839 -0.25 0.10 -0.73
C 0.51829 2.41014 -4.25756 0.23 0.13 0.00
C -0.72916 1.92885 -3.88962 -0.65 0.05 0.09
C 2.66615 1.03476 -1.46502 0.20 0.18 -0.22
P 2.39051 -0.45006 -0.40467 0.76 0.21 -0.15
H -1.63831 2.11146 -4.47128 0.55 0.01 -0.05
H 2.63491 2.47485 -3.71627 -0.28 0.07 -0.10
H 0.63594 2.97459 -5.18285 -0.06 -0.15 0.25
H 3.49996 0.80257 -2.14442 -0.08 0.37 0.17
H 2.93081 1.91432 -0.85469 0.07 -0.39 -0.04
H -2.17583 -0.95209 -3.51893 0.31 -0.93 0.13
H -3.00352 0.89129 -2.94233 0.28 -0.17 0.06
H -1.06397 -2.48785 -2.23368 1.12 0.22 0.93
O -1.93181 -1.90589 -3.53907 -0.64 0.97 -0.65
H -2.20760 -2.19116 -4.41789 0.05 -0.29 0.06
H -0.17128 -1.50476 0.72990 -0.16 -1.37 1.02
O -0.37445 -2.48549 -1.49608 -0.98 0.17 -1.26
H 0.08690 -3.32011 -1.63928 0.15 0.11 0.37
C 2.89721 -1.82718 -1.48496 0.20 -0.06 0.20
H 3.93743 -1.67952 -1.81494 -0.34 -0.24 0.04
H 2.80825 -2.72841 -0.85857 0.18 0.15 -0.35
H 2.21707 -1.93144 -2.34362 0.25 0.13 0.30
C 3.64686 -0.32440 0.88747 0.25 -0.22 0.12
H 3.51802 -1.23044 1.49834 0.25 0.29 -0.07
H 4.66282 -0.28801 0.46228 -0.32 -0.03 0.25
H 3.46265 0.55035 1.53008 -0.01 -0.29 -0.31
C -3.27523 1.68986 0.27452 -0.40 0.42 -0.45
H -4.26068 1.84506 -0.18484 0.16 -0.06 0.12
H -3.41846 1.45181 1.33987 0.27 0.00 -0.39
H -2.70821 2.62519 0.16898 -0.02 -0.34 0.20
C -3.55732 -1.09718 -0.50979 -0.33 0.04 -0.14
H -3.77696 -1.31174 0.54552 0.09 0.04 -0.29
H -4.50325 -0.89224 -1.03184 0.21 0.03 0.16
H -3.10423 -1.99029 -0.95978 0.01 0.32 0.20
F -0.42502 4.47640 4.22305 0.34 -0.73 -0.47
C -0.16587 3.46938 3.32897 -0.34 0.59 0.11
C 0.45259 3.79590 2.13455 -0.04 -0.27 -0.14
C 0.61501 2.78132 1.17863 0.05 0.36 0.71
C 0.20574 1.46893 1.43691 -0.36 -0.97 -1.78
C -0.46416 1.20008 2.63454 0.26 0.43 0.56
C -0.62844 2.19586 3.60570 -0.08 -0.19 -0.11
H 0.76467 4.81874 1.96183 -0.02 -0.04 -0.03
H 1.06875 3.06008 0.22700 -0.02 -0.08 0.11
H -0.85516 0.20282 2.84089 0.12 0.16 -0.02
H -1.12808 2.01218 4.55132 0.02 -0.02 -0.11

---

51
Properties=species:S:1:pos:R:3:forces:R:3 method="wB97M-V/def2-TZVPD" lumo_ev="-13.498 / -12.504" largest_force_ev_per_a=8.634 multiplicity=3 orbital_gap_ha="0.1843 / 0.2218" s_squared=2.34 total_charge=+3
W 0.03830 -0.58875 0.64358 0.87 8.23 2.45
P -2.21740 -0.16145 0.25198 -3.60 -0.41 -1.34
C -2.08170 0.22845 -1.50852 1.05 1.34 -0.01
C -0.80280 0.75795 -1.99912 -2.56 -0.68 -0.13
N 0.28760 0.47825 -1.24612 0.81 -0.97 0.55
C 1.51280 0.87185 -1.67472 0.82 -0.25 0.31
C 1.68410 1.59625 -2.85672 -0.75 -0.20 0.21
C 0.55340 1.90355 -3.62092 -0.10 -0.23 0.42
C -0.70850 1.47685 -3.19222 0.73 0.06 -0.01
C 2.68840 0.49925 -0.77572 -0.86 -0.13 -0.05
P 2.28970 -1.00585 0.30918 5.58 -1.19 -1.83
H -1.58840 1.69355 -3.77902 -0.10 -0.04 0.03
H 2.66690 1.91155 -3.17552 0.08 -0.05 0.06
H 0.65500 2.46015 -4.54122 0.01 0.04 -0.08
H 3.58390 0.30215 -1.36522 0.02 -0.04 0.03
H 2.90120 1.34725 -0.12442 0.14 0.04 0.13
H -2.23000 -1.80415 -3.37322 0.15 -2.52 -1.25
H -2.99010 0.49385 -2.02882 -0.10 -0.14 -0.36
H -0.66910 -4.24705 -1.95152 1.56 -1.18 1.93
O -2.00880 -2.75125 -3.68942 -1.11 1.80 0.16
H -2.68030 -3.02105 -4.38302 1.03 0.69 1.21
H -0.23860 -2.00525 1.11008 -0.85 -3.98 0.84
O -0.14760 -4.69235 -1.17422 -0.34 2.47 -1.31
H 0.60170 -4.07425 -0.93332 -1.33 -1.14 -0.75
C 2.83000 -2.40785 -0.82742 -0.56 0.39 0.42
H 3.86560 -2.27025 -1.13842 0.02 0.19 0.15
H 2.74810 -3.36545 -0.31202 -0.02 0.05 0.11
H 2.20290 -2.43475 -1.71922 -0.05 0.03 -0.02
C 3.66110 -0.93815 1.59508 -0.93 0.05 0.01
H 3.64610 -1.84075 2.20608 -0.10 -0.04 -0.07
H 4.63540 -0.85815 1.11308 -0.14 -0.03 -0.31
H 3.51900 -0.07475 2.24588 -0.05 -0.01 -0.02
C -2.99030 1.30365 1.02938 0.00 0.11 -0.07
H -3.96040 1.51595 0.58178 -0.06 -0.15 -0.10
H -3.13230 1.13565 2.09658 -0.02 -0.19 0.00
H -2.35460 2.18025 0.90778 0.06 -0.04 -0.10
C -3.37720 -1.56845 0.40838 0.06 0.14 -0.02
H -3.58630 -1.76825 1.45898 0.05 0.10 0.10
H -4.32100 -1.35365 -0.09152 -0.03 0.14 -0.04
H -2.95390 -2.47495 -0.02332 0.13 0.04 -0.08
F -0.25790 3.88755 5.02378 0.14 -1.98 -2.12
C -0.19770 2.94395 4.05198 -0.05 1.26 1.25
C 0.42340 3.23025 2.82708 0.52 -0.25 -1.36
C 0.48890 2.25285 1.82468 0.14 1.90 0.92
C -0.06840 0.99185 2.05108 0.54 -2.91 -1.96
C -0.67850 0.70815 3.27818 -0.26 0.71 1.71
C -0.75040 1.68185 4.27438 -0.47 -1.41 -0.02
H 0.85820 4.20675 2.66208 0.01 0.07 0.06
H 0.97550 2.47125 0.88438 0.02 0.26 0.00
H -1.09650 -0.27515 3.45028 -0.13 -0.07 0.30
H -1.22870 1.45115 5.21898 0.03 0.11 0.03

---

50
Properties=species:S:1:pos:R:3:forces:R:3 method="wB97M-V/def2-TZVPD" lumo_ev=-2.368 largest_force_ev_per_a=17.821 orbital_gap_ha=0.3075 total_charge=+1
C -1.58925 -4.08441 5.27197 -0.35 -2.12 -2.45
C -1.53728 -4.01837 3.79218 2.93 -0.72 -3.96
O -1.02506 -4.97715 3.08024 -2.67 4.19 2.83
C -1.95103 -2.67168 3.11001 -1.03 0.43 -1.89
C -2.25473 -1.43517 3.72553 3.56 -4.08 4.98
C -2.41111 -0.19562 3.18373 -0.89 0.55 -0.57
C -2.59550 -0.07471 1.86580 0.32 -10.57 -2.90
C -2.54615 -1.52946 0.97612 1.61 2.29 7.53
C -2.13113 -2.66675 1.61661 -0.95 5.26 5.22
H -2.07171 -3.53223 1.18047 0.62 -4.75 -2.75
H -2.53267 -1.60957 -0.00472 -0.54 0.41 -4.74
O -2.90309 0.87328 1.16178 -2.69 7.90 -0.92
C -3.39164 1.21636 -0.13837 6.40 -4.62 -1.24
C -1.85658 1.64831 -0.68253 -11.44 6.45 -4.19
O -1.47313 2.72249 -0.05983 1.35 5.31 6.59
H -1.67935 2.81070 0.97969 0.49 -0.85 -3.36
C -0.91399 0.76385 -0.79291 9.89 -7.23 2.32
N 0.49495 1.43222 -1.05308 1.86 -12.24 -7.50
H 0.34677 2.06783 -0.52752 -1.35 11.66 8.35
C 1.75425 0.64178 -0.49986 -3.05 -1.92 -4.18
C 2.87068 1.47751 -0.80695 4.72 3.52 5.98
N 3.33688 1.99408 -2.02530 -5.53 2.32 -0.82
C 2.07252 2.49630 -2.58377 0.95 1.76 -4.11
C 0.85460 1.75356 -2.42478 -5.64 -5.34 -4.13
H -0.16677 1.97642 -3.06588 2.58 1.18 1.85
H 0.78847 0.67778 -2.99954 1.19 1.96 1.71
H 2.01536 2.91424 -3.66952 1.02 -1.13 1.55
H 1.85604 3.34294 -2.08692 -0.33 3.54 2.03
C 4.05553 1.26473 -2.90093 -1.42 -9.01 2.45
H 4.76718 0.77466 -2.23086 0.58 -0.41 -0.38
C 3.36841 -0.09312 -3.77137 -6.06 6.69 2.48
H 2.49180 0.39980 -4.51840 2.27 -1.33 2.00
O 2.70577 -0.99686 -2.91017 -10.95 11.49 -5.58
H 3.25189 -1.51597 -2.69396 11.96 -12.18 5.13
H 4.06738 -0.36931 -4.39962 3.66 -2.45 -2.74
H 4.57832 1.68209 -3.57968 3.26 3.96 -4.66
H 3.66785 0.85326 -0.44350 0.89 -0.11 0.60
H 2.91070 2.50344 0.10771 -0.31 -2.80 -2.70
H 1.53444 0.33224 0.48313 0.28 0.16 1.37
H 1.96480 -0.29740 -1.16856 -1.41 1.48 1.11
H -1.02686 0.03098 -1.49204 -0.43 -2.07 -2.01
H -0.48915 0.21275 0.16567 -2.06 0.84 -1.25
H -2.13788 2.19534 -1.76275 0.64 -2.01 1.72
H -4.03541 2.05378 -0.14612 -0.86 0.40 0.07
H -3.48933 0.22342 -0.70806 -1.37 1.72 0.72
H -2.66121 0.57430 3.83877 0.02 1.54 0.87
H -1.96670 -1.40226 4.97066 -1.32 -0.18 -3.59
H -1.03017 -3.40676 5.80249 1.44 1.68 0.99
H -2.60646 -3.93569 5.43446 -1.91 0.07 1.14
H -1.28126 -5.09792 5.40046 0.08 -0.66 1.04

---

53
Properties=species:S:1:pos:R:3:forces:R:3 method="wB97M-V/def2-TZVPD" lumo_ev=0.425 largest_force_ev_per_a=13.793 orbital_gap_ha=0.3399 total_charge=0 smiles="CSCCNC(=O)c1ccc(OC2CCN(S(=O)(=O)N(C)C)CC2)cc1"
C 2.90579 1.00788 -7.38165 -4.51 7.27 -0.71
H 2.92887 0.70015 -8.30998 0.72 -1.37 -4.91
H 3.59120 1.72903 -7.10904 2.01 1.71 -0.24
H 1.94293 1.65991 -7.27889 1.04 -1.01 -0.38
S 3.04063 -0.06178 -6.25498 -0.21 -8.08 5.38
C 1.66311 -1.30596 -6.82608 3.07 0.51 9.15
C 0.43300 -0.81501 -6.34309 -9.71 3.56 0.65
N 0.11299 -0.57271 -4.92256 0.72 -0.69 -1.32
C -0.69085 -1.38243 -4.19781 5.12 3.47 4.49
O -1.48953 -2.07213 -4.57453 -7.87 -6.20 -5.57
C -0.54552 -1.49619 -2.71547 12.10 4.00 -5.26
C 0.74158 -1.14499 -2.22161 5.70 1.40 5.69
C 1.11302 -0.92529 -0.71283 -5.81 -3.77 -1.32
C -0.13243 -1.36204 0.15195 2.19 3.66 -0.68
C -1.38246 -1.40140 -0.48018 4.65 -1.65 0.56
C -1.38378 -1.65770 -1.83787 -6.36 0.11 7.06
H -2.29884 -1.69385 -2.18711 -4.99 -0.96 -1.81
H -2.07800 -1.70300 0.21232 -2.54 -0.25 0.88
O -0.18490 -1.26547 1.56177 2.86 -1.53 -2.52
C 1.18849 -1.13127 2.17684 -8.58 8.64 0.84
C 0.92278 -1.39119 3.55744 4.17 -5.62 -1.22
C -0.08083 -0.79801 4.22764 -3.14 4.96 3.44
N 0.22754 0.68388 4.24896 0.84 -2.92 -1.18
S -0.50302 1.61070 5.23956 -3.28 11.65 2.37
O -0.29429 3.21416 5.01878 2.94 -5.60 0.88
O -0.58504 1.19979 6.62998 1.11 -1.11 -1.89
N -1.96955 1.83563 4.64663 -8.06 -3.63 0.99
C -2.75967 2.87902 4.00211 10.81 5.10 3.77
H -1.64005 3.39212 3.55932 -3.82 0.12 0.75
H -3.19853 2.63135 3.21117 -4.12 -2.78 -6.15
H -3.26669 3.56177 4.67322 0.01 -0.07 0.14
C -3.14590 1.14966 5.35767 5.42 -3.51 2.49
H -3.67115 1.68624 6.12451 -0.15 1.02 -0.10
H -2.49653 0.37303 5.99676 -2.26 0.95 -0.96
H -3.76510 0.58024 4.72957 -0.87 -0.37 -1.09
C 0.25132 1.14585 2.92890 4.53 5.72 -1.56
C 1.39809 0.63701 2.13992 4.41 -7.53 2.81
H 2.57275 0.41548 2.72186 -3.39 2.01 -1.50
H 1.54200 0.81582 1.11626 -0.16 1.12 -1.05
H -0.58383 0.99838 2.26320 -1.00 0.55 0.52
H 0.79964 2.25986 3.07567 -2.90 -1.90 -0.69
H -0.98343 -1.00636 3.73158 -1.76 0.23 -0.23
H -0.12368 -0.87458 5.27791 -0.20 -1.84 1.24
H 0.77847 -2.45681 3.60431 -0.55 -1.00 0.11
H 1.83295 -1.36169 4.03599 2.32 0.65 1.48
H 2.00518 -1.50840 1.88581 5.49 -3.75 -3.37
H 2.11172 -0.93079 -0.22234 -0.73 0.28 -1.11
H 1.85032 -0.98223 -2.56741 -2.72 -0.39 -1.27
H 0.80956 -0.11394 -4.43694 1.55 1.14 1.27
H 0.05433 0.16579 -6.84907 1.36 -1.14 0.52
H -0.66614 -1.36684 -6.60273 3.34 0.27 0.03
H 1.65375 -2.26238 -6.34997 1.54 -1.01 -0.18
H 1.44774 -1.28833 -7.72545 -0.36 -0.40 -9.25